Record 1
Entry from the Open Molecules 2025 dataset: C28H32AsAuN2S4 as an isolated structure (ωB97M-V/def2-TZVPD).

Structure (XYZ):
```
68
Properties=species:S:1:pos:R:3:forces:R:3:nbo_charge:R:1
Au 0.079 0.641 0.367 0.3 0.6 -0.1 0.90
As -0.304 -1.714 0.191 0.3 -0.2 0.2 1.29
S 1.248 0.029 2.202 0.3 -0.3 0.5 -0.06
S -0.285 3.425 1.162 -0.4 -0.2 -0.1 0.19
S 2.240 2.171 -0.657 0.0 -0.1 -0.2 0.17
S 3.178 4.344 2.277 0.0 0.0 0.0 0.22
N -1.051 1.158 -1.289 -0.2 -0.1 -0.4 -0.60
N -2.750 1.635 -2.573 -0.1 0.0 -0.1 -0.30
C 3.080 -2.149 -2.231 0.0 0.0 0.0 -0.18
C 0.602 -1.517 2.782 0.0 0.1 0.0 -0.20
C -0.197 -2.313 1.978 -0.2 -0.1 0.0 -0.35
C -3.096 -3.361 -2.375 0.0 0.0 0.0 -0.21
C -4.128 1.909 -2.999 0.1 0.0 0.0 -0.41
C 2.014 -1.581 -1.549 0.0 0.0 0.0 -0.24
C -4.285 -3.190 -1.679 0.0 0.0 0.0 -0.15
C 1.422 -3.764 -0.677 0.1 0.0 0.0 -0.22
C -4.299 -2.564 -0.435 0.0 0.0 0.0 -0.20
C -0.768 -3.495 2.440 0.1 0.0 0.0 -0.20
C 1.192 -2.394 -0.779 -0.1 -0.1 0.0 -0.31
C 3.694 2.264 0.430 -0.1 0.0 0.1 -0.52
C 3.316 -3.513 -2.136 0.0 0.0 0.0 -0.16
C -0.485 -3.900 3.733 0.0 0.0 0.0 -0.20
C -2.364 1.349 -1.329 0.1 0.1 0.1 0.22
C 3.450 2.588 1.898 0.1 0.1 -0.1 -0.55
C -0.581 1.312 -2.581 -0.1 0.0 0.1 -0.10
C 0.898 -1.938 4.072 0.0 0.0 0.0 -0.21
C 1.691 3.895 -0.789 0.0 0.0 0.0 -0.56
C 2.495 -4.318 -1.358 0.0 0.0 0.0 -0.19
C 0.353 -3.128 4.534 0.0 0.0 0.0 -0.14
C 0.218 4.064 -0.441 0.1 0.1 0.0 -0.55
C -1.637 1.613 -3.379 -0.1 0.0 0.0 -0.04
C -1.924 -2.307 -0.575 -0.1 0.3 -0.3 -0.45
C 1.600 4.281 3.166 0.0 0.0 -0.1 -0.54
C -3.117 -2.109 0.122 0.0 -0.1 0.0 -0.20
C -1.903 -2.907 -1.832 -0.1 0.0 0.1 -0.13
C 0.354 4.642 2.366 0.1 -0.1 0.1 -0.52
H 1.695 5.011 3.971 0.0 0.0 0.0 0.26
H 4.140 1.271 0.347 0.0 0.0 0.0 0.25
H -3.120 -1.635 1.097 0.0 0.0 0.0 0.23
H 2.315 4.478 -0.118 0.0 0.0 0.0 0.27
H -3.032 1.313 -0.483 0.0 0.0 0.0 0.24
H -0.972 -3.043 -2.368 0.0 0.0 0.0 0.23
H 0.788 -4.396 -0.066 0.0 0.0 0.0 0.23
H -5.212 -3.549 -2.107 0.0 0.0 0.0 0.24
H -1.410 -4.091 1.803 0.0 0.0 0.0 0.23
H -0.400 3.517 -1.150 0.0 0.1 0.0 0.23
H 1.848 -0.513 -1.612 0.0 0.0 0.0 0.22
H 4.381 2.973 -0.033 0.0 0.0 0.0 0.25
H -4.482 2.827 -2.538 0.0 0.0 0.0 0.24
H -4.768 1.076 -2.720 0.0 0.0 0.0 0.23
H 0.460 1.206 -2.834 0.0 0.0 0.0 0.25
H 2.589 2.047 2.268 0.0 0.0 0.1 0.23
H 1.497 3.302 3.634 0.0 0.0 0.0 0.23
H 4.149 -3.954 -2.669 0.0 0.0 0.0 0.24
H -5.232 -2.436 0.097 0.0 0.0 0.0 0.24
H -3.098 -3.847 -3.342 0.0 0.0 0.0 0.24
H 1.867 4.229 -1.811 0.0 0.0 0.0 0.25
H 4.320 2.257 2.467 0.0 0.0 0.0 0.25
H -0.478 4.791 3.055 0.0 0.0 0.0 0.25
H 0.500 5.569 1.812 0.0 0.0 0.0 0.24
H -0.912 -4.816 4.118 0.0 0.0 0.0 0.24
H 2.691 -5.379 -1.276 0.0 0.0 0.0 0.24
H -1.694 1.816 -4.435 0.0 0.0 0.0 0.26
H 0.572 -3.448 5.544 0.0 0.0 0.0 0.24
H -4.134 2.021 -4.078 0.0 0.0 0.0 0.24
H -0.066 5.114 -0.510 0.0 0.0 0.0 0.25
H 3.725 -1.526 -2.837 0.0 0.0 0.0 0.24
H 1.527 -1.339 4.718 0.0 0.0 0.0 0.24
```
Forces are in eV/Å.

Results
Gap between HOMO and LUMO in eV: 6.012
Net charge: +2

Record 2
Entry from the Open Molecules 2025 dataset: C3H5O3Sm as an isolated structure (ωB97M-V/def2-TZVPD).

Structure (XYZ):
```
12
Properties=species:S:1:pos:R:3:forces:R:3:mulliken_spin:R:1
Sm 2.533 0.394 0.504 0.5 1.7 0.5 6.04
O 0.804 1.327 -0.392 0.0 0.2 0.4 -0.02
O 1.985 -1.594 -0.392 -1.2 -1.5 -1.2 0.00
O 0.149 -0.912 0.547 0.0 -0.4 0.0 0.00
C 0.754 -1.535 -0.461 0.5 -0.6 1.4 -0.01
C -1.012 -0.075 0.259 -0.3 0.0 -0.9 0.00
C -0.477 1.359 0.157 -0.3 0.2 -0.3 -0.01
H -1.780 -0.228 1.023 0.3 -0.1 -0.1 0.00
H -1.374 -0.376 -0.733 -0.1 -0.1 0.3 0.00
H -0.557 1.844 1.147 0.4 -0.1 -0.1 0.00
H 0.148 -2.123 -1.166 0.1 0.6 -0.2 0.00
H -1.172 1.920 -0.492 0.1 -0.1 0.2 0.00
```
Forces are in eV/Å.

Results
Gap between HOMO and LUMO (spin up / spin down) in eV: 7.183 / 9.122
Net charge: +1
2S+1: 7

Record 3
Entry from the Open Molecules 2025 dataset: C26H21MnN6O2S as an isolated structure (ωB97M-V/def2-TZVPD).

Structure (XYZ):
```
57
Properties=species:S:1:pos:R:3:forces:R:3:nbo_charge:R:1
Mn 0.109 0.873 -0.572 0.3 -0.1 0.0 1.38
S 2.179 -0.245 0.628 0.0 0.0 -0.1 -0.37
O -1.038 3.029 -0.539 -0.1 0.2 0.0 -0.64
O 3.186 2.700 -2.078 0.0 0.1 0.0 -0.57
N -1.104 -0.692 -0.243 -0.1 0.4 -0.1 -0.59
N 1.079 2.561 -1.117 -0.2 0.0 0.0 -0.73
N -3.111 -4.435 1.281 0.1 0.1 -0.1 -0.34
N 2.680 -1.590 -2.640 0.0 0.1 -0.1 -0.34
N -0.881 -4.107 -2.671 -0.2 0.0 0.0 -0.42
N 0.236 1.263 1.471 0.0 0.0 0.1 -0.61
C 1.310 0.565 1.885 0.0 0.0 0.0 0.10
C -0.241 1.970 3.683 0.0 0.0 0.0 -0.29
C -1.355 -3.679 -1.708 0.0 -0.2 0.1 0.34
C -1.200 0.939 -4.642 0.0 0.0 0.0 -0.20
C 0.869 1.250 4.135 0.0 0.0 0.0 -0.13
C 1.648 0.546 3.246 0.0 0.0 0.0 -0.26
C 2.515 5.752 -2.226 0.0 0.0 0.0 -0.17
C -0.782 -0.263 -5.191 0.0 0.0 0.0 -0.22
C 0.498 4.808 -1.298 0.0 0.0 0.0 -0.07
C 3.088 -2.372 -3.837 0.0 0.0 0.1 -0.41
C -1.842 -3.100 -0.510 0.0 0.1 -0.1 -0.58
C -0.117 0.398 -2.544 0.1 -0.1 0.0 -0.27
C 1.792 4.669 -1.776 0.0 0.0 0.0 -0.12
C 0.059 3.437 -0.927 -0.1 -0.1 0.0 0.64
C 3.126 -0.164 -2.760 0.0 -0.2 0.0 -0.42
C -0.880 1.258 -3.329 0.0 0.0 0.0 -0.18
C -0.028 -1.132 -4.421 0.0 0.0 0.0 -0.19
C -0.131 6.034 -1.248 0.0 0.0 0.0 -0.19
C -2.540 -3.837 0.477 0.0 -0.1 0.0 0.30
C 1.186 -1.748 -2.336 0.2 0.0 0.0 -0.27
C 2.161 3.208 -1.690 0.0 0.0 -0.1 0.69
C 0.594 7.137 -1.695 0.0 0.0 0.0 -0.20
C -0.525 1.947 2.340 0.1 -0.1 -0.1 0.08
C -1.495 -1.779 -0.312 0.1 -0.3 0.0 0.54
C 1.892 6.998 -2.175 0.0 0.0 0.0 -0.19
C 0.329 -0.799 -3.114 0.0 0.0 0.0 -0.13
H 2.593 -1.945 -4.704 0.0 0.0 0.0 0.23
H 3.154 -1.984 -1.828 0.0 0.0 0.0 0.43
H 2.832 0.388 -1.875 0.0 0.0 0.0 0.27
H 0.141 8.120 -1.671 0.0 0.0 0.0 0.22
H -1.143 6.133 -0.876 0.0 0.0 0.0 0.23
H -1.059 -0.535 -6.201 0.0 0.0 0.0 0.22
H 2.789 -3.409 -3.708 0.0 0.0 0.0 0.23
H 2.425 7.877 -2.516 0.0 0.0 0.0 0.22
H 0.251 -2.103 -4.820 0.0 0.0 0.0 0.22
H 0.942 -2.789 -2.547 0.1 0.1 0.0 0.26
H 4.166 -2.298 -3.955 0.0 0.0 0.0 0.22
H 3.525 5.634 -2.597 0.0 0.0 0.0 0.23
H -1.366 2.474 1.910 0.0 0.0 0.0 0.22
H 1.104 -1.574 -1.267 0.0 0.0 0.0 0.25
H 2.660 0.269 -3.639 0.0 0.0 0.0 0.23
H 2.510 -0.022 3.566 0.0 0.0 0.0 0.23
H -0.867 2.527 4.365 0.0 0.0 0.0 0.23
H -1.800 1.624 -5.230 0.0 0.0 0.0 0.22
H 1.116 1.244 5.189 0.0 0.0 0.0 0.22
H 4.209 -0.152 -2.860 0.0 0.0 0.0 0.22
H -1.263 2.180 -2.909 0.0 0.0 0.0 0.21
```
Forces are in eV/Å.

Results
Gap between HOMO and LUMO (spin up / spin down) in eV: 7.408 / 7.646
2S+1: 5

Record 4
Entry from the Open Molecules 2025 dataset: C3H6HoO3 as an isolated structure (ωB97M-V/def2-TZVPD).

Structure (XYZ):
```
13
Properties=species:S:1:pos:R:3:forces:R:3:nbo_charge:R:1
Ho 1.949 0.489 -0.433 1.1 0.4 -0.1 1.96
O -0.344 0.600 0.562 -1.6 -1.2 -0.4 -0.58
O -1.827 -0.003 -0.916 -3.5 0.1 -2.0 0.04
O -0.933 -1.542 0.374 -3.1 0.7 -0.6 -0.32
C 0.413 -1.994 0.416 1.3 -0.2 0.7 -0.32
C -1.263 -0.306 0.099 6.8 -1.6 1.7 1.02
C -0.820 1.981 0.566 -0.5 1.9 0.4 -0.32
H 0.398 -3.069 0.619 -0.2 0.0 0.0 0.35
H 0.907 -1.897 -0.569 -0.4 -0.1 -0.1 0.18
H 0.944 -1.516 1.254 -0.1 -0.1 0.0 0.22
H -1.275 2.363 -0.351 0.2 -0.6 -0.4 0.26
H -1.595 2.021 1.335 0.5 0.5 0.3 0.29
H 0.088 2.564 0.746 -0.4 0.2 0.6 0.22
```
Forces are in eV/Å.

Results
Gap between HOMO and LUMO (spin up / spin down) in eV: 10.933 / 5.533
Net charge: +3
2S+1: 5